Record 1
The following is a DFT calculation (the ωB97M-V functional and the def2-TZVPD basis) of a cluster of 7 separate species, C62H83Br2IN6O15P in total.

```
170
Properties=species:S:1:pos:R:3:forces:R:3
C 7.711 -3.477 2.219 0.21 0.44 -0.13
C 7.497 -2.597 0.970 -0.37 0.33 0.64
C 6.603 -1.372 1.289 -0.10 -0.24 -0.70
C 5.783 -0.897 0.068 0.82 -0.01 -0.06
C 6.503 0.158 -0.808 -0.62 0.49 -0.15
C 5.635 1.423 -0.981 0.13 -0.44 0.42
C 5.528 2.208 0.331 -0.19 0.51 -0.54
C 4.511 3.363 0.234 -0.13 -1.25 -0.46
C 3.077 2.816 -0.027 0.17 0.83 0.71
C 2.061 3.232 1.079 0.25 -0.45 -1.01
C 0.660 3.461 0.475 -0.40 -0.08 0.22
C -0.455 2.454 0.850 0.27 0.71 0.55
C -1.721 3.125 1.417 0.17 -0.73 -0.22
C -2.574 2.084 2.171 -0.22 0.76 0.03
C -4.070 2.410 2.062 -0.26 -0.29 0.07
C -4.991 1.183 2.085 0.51 -0.09 -0.42
C -4.661 0.245 0.890 -1.00 -0.09 0.12
C -5.772 0.253 -0.180 0.36 0.22 -0.18
C -5.627 1.525 -1.021 0.26 -0.35 1.32
O -4.454 1.567 -1.798 -0.72 0.00 -0.55
P -4.568 3.049 -2.700 0.48 1.26 1.67
I -3.851 1.978 -4.965 -0.44 -1.31 -1.14
O -6.215 2.662 -2.968 -0.13 0.05 0.27
C -6.845 1.964 -1.879 0.99 0.62 -1.78
C -7.656 3.080 -1.195 0.25 -0.09 0.48
O -7.685 2.928 0.220 -0.41 -0.27 -0.20
C -8.654 3.742 0.832 0.02 0.18 0.44
C -9.077 3.139 2.179 0.04 0.52 -0.31
C -7.649 0.759 -2.548 -0.20 0.47 0.85
Br -7.566 0.834 -4.514 0.01 -0.03 0.31
C -9.144 0.643 -2.212 0.00 -0.80 -0.82
C -9.763 -0.637 -2.796 -0.17 0.03 0.29
Br -9.485 0.510 -0.272 -0.19 0.11 -0.24
H 8.618 -3.150 2.735 0.00 -0.19 0.09
H 7.801 -4.526 1.956 0.24 -0.02 0.06
H 6.892 -3.378 2.932 -0.12 0.02 -0.10
H 7.040 -3.182 0.171 -0.03 -0.03 0.01
H 8.454 -2.223 0.602 0.05 -0.24 -0.15
H 7.236 -0.543 1.614 -0.12 -0.01 0.29
H 5.915 -1.635 2.094 0.05 0.02 0.08
H 4.822 -0.509 0.410 -0.04 0.00 -0.11
H 5.607 -1.767 -0.569 -0.37 -0.04 0.13
H 7.459 0.459 -0.371 0.08 -0.18 -0.03
H 6.684 -0.239 -1.809 0.23 -0.09 0.09
H 4.650 1.078 -1.307 -0.04 0.17 -0.05
H 6.019 2.064 -1.778 0.06 0.01 0.03
H 6.521 2.626 0.533 0.00 -0.17 0.30
H 5.220 1.540 1.140 0.20 0.02 0.11
H 4.807 3.967 -0.628 0.02 0.29 0.21
H 4.529 3.963 1.144 0.07 0.12 -0.05
H 3.076 1.727 -0.097 0.07 -0.01 -0.05
H 2.743 3.187 -0.993 -0.04 -0.09 0.18
H 2.425 4.134 1.573 -0.09 0.04 0.01
H 2.059 2.425 1.816 -0.20 0.17 0.22
H 0.728 3.440 -0.610 0.17 0.21 -0.04
H 0.329 4.468 0.745 -0.07 -0.02 -0.03
H -0.081 1.781 1.628 0.08 -0.14 -0.12
H -0.717 1.867 -0.030 -0.07 -0.17 0.12
H -1.452 3.973 2.051 -0.01 -0.02 0.07
H -2.318 3.509 0.586 0.08 0.14 0.01
H -2.301 2.053 3.231 0.17 -0.09 -0.06
H -2.333 1.108 1.749 -0.21 -0.08 0.01
H -4.368 3.111 2.848 0.09 0.06 -0.03
H -4.241 2.915 1.107 0.01 0.08 0.10
H -6.034 1.501 2.012 0.02 0.06 0.05
H -4.886 0.634 3.027 0.05 0.08 0.01
H -3.755 0.578 0.387 0.17 -0.32 0.12
H -4.561 -0.775 1.265 0.34 0.00 -0.13
H -5.734 -0.664 -0.777 0.05 0.10 -0.10
H -6.746 0.308 0.309 -0.02 -0.14 -0.04
H -5.451 2.283 -0.248 -0.72 0.25 -0.18
H -4.798 3.857 -1.515 -0.20 -0.39 0.06
H -3.157 3.221 -2.513 -0.28 -0.08 -0.15
H -4.713 4.255 -3.458 -0.06 -0.40 -0.23
H -7.126 4.008 -1.420 -0.03 -0.02 -0.15
H -8.668 3.162 -1.609 -0.03 -0.08 0.10
H -9.544 3.849 0.200 0.09 -0.11 -0.15
H -8.228 4.744 0.981 -0.17 0.06 -0.06
H -8.540 3.589 3.014 0.21 -0.25 -0.01
H -10.134 3.363 2.345 -0.02 -0.19 0.03
H -8.920 2.063 2.134 -0.06 0.00 0.21
H -7.172 -0.177 -2.267 0.08 0.01 -0.17
H -9.687 1.495 -2.615 0.03 0.20 0.40
H -9.503 -0.760 -3.844 0.04 0.02 0.05
H -9.420 -1.497 -2.221 0.07 -0.05 -0.15
H -10.851 -0.605 -2.718 0.04 0.05 0.10
C 2.761 -3.293 -4.175 -0.04 -0.09 0.01
C 3.774 -3.501 -5.102 -0.06 0.08 0.10
C 4.712 -2.509 -5.338 0.10 -0.14 -0.07
C 4.622 -1.326 -4.626 -0.26 -0.22 -0.01
C 3.609 -1.096 -3.710 -0.05 0.10 0.17
C 2.672 -2.091 -3.487 0.04 -0.11 -0.04
N 5.650 -0.295 -4.807 0.12 -0.12 0.27
O 6.541 -0.503 -5.608 -0.08 0.06 -0.09
O 5.569 0.682 -4.093 0.13 0.24 -0.18
H 2.038 -4.076 -3.982 -0.01 0.01 -0.01
H 3.840 -4.441 -5.633 0.00 0.01 -0.03
H 5.510 -2.667 -6.049 0.05 0.13 0.02
H 3.555 -0.164 -3.166 0.07 0.04 -0.08
H 1.881 -1.933 -2.766 -0.01 0.04 -0.02
C 13.741 -4.856 3.442 -0.01 0.00 -0.01
C 12.393 -4.761 3.760 0.11 -0.02 -0.07
C 11.433 -4.935 2.775 -0.12 0.02 0.15
C 11.844 -5.206 1.482 0.20 0.03 0.21
C 13.183 -5.300 1.146 0.16 -0.03 -0.11
C 14.136 -5.122 2.137 -0.08 0.02 0.10
N 10.828 -5.410 0.441 -0.01 0.02 -0.14
O 9.664 -5.298 0.770 0.07 -0.14 -0.11
O 11.212 -5.674 -0.680 -0.02 0.00 0.06
H 14.488 -4.724 4.214 0.00 0.01 0.00
H 12.088 -4.552 4.776 -0.02 0.01 -0.01
H 10.383 -4.860 3.016 -0.03 -0.02 -0.13
H 13.484 -5.508 0.130 -0.13 -0.01 -0.03
H 15.186 -5.193 1.891 0.00 0.00 -0.02
C 6.378 -6.691 0.083 0.00 -0.02 0.01
C 5.874 -7.297 -1.062 -0.01 0.07 0.12
C 4.546 -7.123 -1.414 0.05 -0.11 -0.15
C 3.740 -6.336 -0.609 0.27 -0.01 0.08
C 4.223 -5.728 0.537 -0.01 0.07 0.01
C 5.553 -5.911 0.883 0.01 -0.11 -0.08
N 2.336 -6.124 -0.989 -0.03 0.04 -0.11
O 1.934 -6.671 -1.999 0.01 0.00 0.03
O 1.662 -5.405 -0.280 -0.04 -0.04 0.05
H 7.419 -6.823 0.350 0.02 0.04 -0.02
H 6.519 -7.903 -1.683 -0.01 0.00 -0.01
H 4.150 -7.590 -2.303 -0.11 0.06 0.02
H 3.586 -5.113 1.151 -0.08 0.03 -0.09
H 5.944 -5.437 1.772 -0.11 -0.02 -0.03
C -1.139 5.692 -5.723 -0.01 -0.11 0.12
C -1.857 4.689 -5.085 0.14 0.48 -0.11
C -1.206 3.787 -4.260 0.24 -0.03 0.27
C 0.163 3.910 -4.088 -0.21 0.23 -0.14
C 0.897 4.899 -4.720 0.24 0.19 -0.11
C 0.236 5.795 -5.544 0.00 -0.06 0.03
N 0.844 2.963 -3.202 -0.05 -0.23 -0.01
O 0.165 2.103 -2.683 0.01 -0.13 0.11
O 2.048 3.070 -3.026 -0.06 0.18 -0.37
H -1.653 6.398 -6.363 -0.01 0.01 0.00
H -2.926 4.607 -5.227 0.09 -0.06 0.03
H -1.762 3.002 -3.764 0.29 0.14 -0.09
H 1.965 4.973 -4.576 0.01 -0.10 0.07
H 0.793 6.575 -6.045 0.04 0.00 0.00
C 0.562 -7.161 5.393 0.02 0.01 0.00
C 1.178 -7.221 4.150 -0.03 0.02 0.12
C 2.193 -6.332 3.835 0.02 -0.07 -0.15
C 2.576 -5.394 4.778 -0.20 -0.20 0.04
C 1.969 -5.316 6.019 -0.03 0.06 0.18
C 0.954 -6.208 6.324 0.00 -0.07 -0.11
N 3.661 -4.458 4.456 0.04 0.12 -0.05
O 4.162 -4.533 3.349 0.01 0.02 0.11
O 3.995 -3.663 5.309 0.02 -0.02 0.01
H -0.229 -7.859 5.636 -0.01 0.01 -0.01
H 0.869 -7.961 3.425 0.01 0.02 -0.02
H 2.672 -6.375 2.869 0.07 0.08 0.03
H 2.278 -4.573 6.739 0.09 0.04 -0.09
H 0.469 -6.161 7.289 0.01 0.02 0.01
C -13.881 5.110 0.861 0.00 0.01 0.00
C -13.067 4.687 1.903 -0.05 0.05 -0.07
C -12.614 5.597 2.845 0.07 -0.14 0.08
C -12.994 6.923 2.729 -0.09 -0.19 -0.19
C -13.800 7.363 1.694 -0.11 0.12 -0.11
C -14.243 6.446 0.755 0.05 -0.10 0.05
N -12.538 7.889 3.739 0.05 0.09 0.09
O -11.818 7.480 4.626 -0.01 -0.01 -0.01
O -12.913 9.039 3.628 0.00 -0.01 -0.01
H -14.234 4.395 0.129 0.02 0.00 -0.01
H -12.783 3.646 1.981 0.03 0.00 0.01
H -11.979 5.273 3.656 0.00 0.12 0.04
H -14.081 8.403 1.618 0.07 0.02 0.11
H -14.875 6.774 -0.060 0.01 0.02 0.00
```
Forces are in eV/Å.

Charge ... -1
Total energy ... -262752.7787 eV

Atom charges from the Löwdin analysis, given in e for atoms 1 to 4:
1. C -0.120
2. C -0.233
3. C -0.205
4. C -0.198

=====

Record 2
The following is a DFT calculation (the ωB97M-V functional and the def2-TZVPD basis) of a cluster of 15 separate species, C63H111F3O18S3 in total.

```
198
Properties=species:S:1:pos:R:3:forces:R:3
C 9.523 -35.402 -39.033 0.95 0.74 -0.91
C 8.271 -34.619 -38.633 -0.23 -0.29 0.85
C 7.214 -35.223 -39.507 0.53 -1.37 0.54
O 7.922 -35.360 -40.704 -0.64 -0.10 -2.66
C 9.286 -35.798 -40.552 -1.32 1.33 2.52
H 9.733 -36.262 -38.397 -0.29 -0.04 -0.02
H 10.388 -34.742 -38.962 0.25 -0.09 0.03
H 8.269 -33.563 -38.901 0.59 0.09 0.15
H 8.091 -34.731 -37.564 -0.14 0.18 0.02
H 6.274 -34.673 -39.557 0.27 0.37 -0.69
H 6.930 -36.233 -39.214 -0.13 -0.27 0.62
H 9.844 -35.175 -41.252 0.27 -0.46 0.04
H 9.417 -36.874 -40.659 -0.10 0.04 -0.46
C 9.496 -33.901 -30.407 0.77 -1.62 0.08
C 8.223 -33.381 -31.012 -0.16 0.42 0.24
C 7.518 -34.646 -31.501 -1.10 0.27 1.18
O 8.087 -35.736 -30.819 1.13 -0.96 -0.17
C 9.036 -35.285 -29.853 -0.01 0.61 -1.47
H 9.999 -33.342 -29.618 -0.23 0.39 -0.17
H 10.212 -34.093 -31.206 0.30 -0.05 0.07
H 8.358 -32.678 -31.833 0.02 0.11 0.33
H 7.721 -32.922 -30.160 -0.66 0.27 -0.40
H 7.526 -34.755 -32.586 0.18 -0.24 0.05
H 6.506 -34.705 -31.101 -0.58 0.72 -0.77
H 9.842 -36.018 -29.894 -0.01 0.05 0.66
H 8.520 -35.194 -28.897 0.34 -0.08 0.33
C 14.908 -34.945 -41.554 1.05 1.28 0.80
C 15.629 -35.810 -40.461 -0.43 0.44 -1.32
C 14.463 -36.335 -39.648 0.56 0.53 0.49
O 13.293 -35.842 -40.265 -1.53 0.22 0.01
C 13.576 -34.560 -40.915 0.70 -1.88 0.12
H 14.805 -35.479 -42.498 -0.23 0.06 0.15
H 15.513 -34.049 -41.693 0.07 0.05 -0.47
H 16.298 -35.186 -39.869 0.11 -0.16 -0.09
H 16.158 -36.612 -40.976 0.29 0.08 0.29
H 14.539 -35.969 -38.624 -0.14 0.26 0.30
H 14.527 -37.419 -39.548 -0.79 -0.12 -0.44
H 13.599 -33.745 -40.192 0.50 -0.02 0.28
H 12.806 -34.273 -41.631 -0.21 -0.62 0.00
C 12.873 -30.815 -32.804 -0.92 -0.63 -2.66
C 13.437 -30.246 -31.577 -0.64 1.45 1.69
C 13.609 -31.399 -30.617 -0.72 -0.65 -0.63
O 13.364 -32.593 -31.413 1.10 -0.59 0.13
C 12.506 -32.274 -32.535 1.04 0.79 1.76
H 13.615 -30.657 -33.587 -0.31 -0.54 -0.47
H 11.921 -30.384 -33.113 0.23 0.67 -0.19
H 12.696 -29.538 -31.205 0.17 0.21 0.47
H 14.362 -29.684 -31.703 -0.01 -0.16 -0.25
H 12.856 -31.434 -29.830 0.07 0.36 0.25
H 14.608 -31.306 -30.191 0.02 -0.99 0.05
H 11.493 -32.347 -32.141 -0.36 0.06 -0.35
H 12.643 -32.972 -33.361 0.28 0.00 0.11
C 9.778 -32.113 -42.667 -0.98 0.69 0.84
C 9.172 -32.105 -41.211 0.00 1.26 -1.21
C 8.827 -30.607 -40.934 1.22 -1.06 -1.37
O 8.942 -30.007 -42.251 -0.26 2.28 1.33
C 9.100 -30.872 -43.314 0.21 -2.09 0.45
H 9.552 -33.068 -43.141 0.31 0.11 -0.20
H 10.841 -31.878 -42.623 0.09 -0.42 -0.06
H 9.934 -32.480 -40.527 -0.65 -0.42 0.32
H 8.186 -32.563 -41.279 0.46 -0.95 0.49
H 9.542 -30.141 -40.256 0.07 0.20 -0.16
H 7.837 -30.492 -40.492 -0.16 0.13 -0.32
H 9.749 -30.486 -44.100 -0.08 0.51 0.17
H 8.126 -31.099 -43.747 -0.16 -0.25 -0.22
C 13.250 -26.792 -33.405 0.09 -0.04 -0.86
C 12.063 -26.079 -34.033 -0.98 0.66 1.42
C 12.296 -26.005 -35.529 1.08 -1.67 -0.18
O 13.480 -26.844 -35.717 0.63 0.52 -0.44
C 13.665 -27.686 -34.586 -0.38 0.82 0.89
H 13.121 -27.303 -32.452 -0.57 -0.14 -0.15
H 14.018 -26.043 -33.210 0.35 -0.13 -0.24
H 11.945 -25.114 -33.539 -0.29 0.15 -0.24
H 11.171 -26.671 -33.830 -0.23 0.09 -0.03
H 12.455 -25.052 -36.034 0.31 0.13 0.51
H 11.490 -26.493 -36.076 -0.32 -0.03 0.02
H 14.686 -27.974 -34.337 0.29 -0.11 -1.17
H 13.032 -28.557 -34.753 -0.03 -0.31 0.50
C 7.239 -28.882 -35.666 -1.43 -0.17 0.57
C 8.626 -28.333 -35.525 0.80 1.23 -0.01
C 9.044 -28.121 -36.970 0.62 -0.13 -0.83
O 8.025 -28.627 -37.823 1.11 0.28 -0.20
C 6.831 -28.575 -37.101 -0.24 -1.80 -0.33
H 6.424 -28.535 -35.031 0.40 0.31 0.51
H 7.337 -29.944 -35.438 -0.36 -0.26 -0.51
H 9.293 -28.992 -34.969 -0.01 -0.05 -0.08
H 8.778 -27.314 -35.168 -0.66 -0.14 1.02
H 9.996 -28.612 -37.169 -0.01 -0.02 -0.45
H 9.138 -27.053 -37.168 0.23 0.14 -0.08
H 6.280 -29.392 -37.567 -0.64 0.04 0.32
H 6.237 -27.670 -37.227 0.31 0.44 0.11
C 18.134 -33.125 -37.667 0.77 -0.22 -0.74
C 18.620 -32.165 -38.733 -0.92 1.36 -1.42
C 17.446 -32.128 -39.748 0.16 -0.96 0.79
O 16.281 -32.360 -38.950 -0.37 0.90 -0.82
C 16.608 -32.987 -37.739 0.24 0.25 0.64
H 18.648 -32.856 -36.744 -0.56 -0.33 0.29
H 18.445 -34.119 -37.986 -0.08 -0.24 0.34
H 19.553 -32.343 -39.269 0.09 -0.50 0.35
H 18.690 -31.149 -38.346 0.07 0.06 0.26
H 17.455 -32.982 -40.425 0.56 0.01 -0.48
H 17.369 -31.200 -40.314 -0.17 0.03 0.18
H 16.085 -33.943 -37.720 0.10 -0.24 0.32
H 16.226 -32.337 -36.951 -0.01 -0.17 0.35
C 5.420 -33.460 -36.003 -1.03 -0.40 0.27
C 4.948 -32.410 -36.957 -0.60 1.65 0.50
C 3.433 -32.529 -36.907 0.20 -1.31 -1.16
O 3.205 -33.982 -36.850 0.09 1.53 0.32
C 4.317 -34.535 -36.187 1.46 -1.33 -0.17
H 5.237 -33.118 -34.984 0.61 0.37 0.10
H 6.461 -33.748 -36.148 -0.25 -0.34 0.11
H 5.292 -32.474 -37.989 0.18 -0.28 0.12
H 5.162 -31.416 -36.565 0.48 0.21 -0.27
H 3.064 -32.159 -37.864 -0.57 -0.13 0.17
H 2.943 -32.006 -36.086 0.11 -0.12 0.19
H 4.711 -35.360 -36.781 -0.08 -0.13 -0.42
H 4.094 -35.008 -35.231 -0.52 0.27 0.22
O 16.384 -36.058 -34.282 -2.50 1.84 0.45
S 15.143 -35.267 -34.126 -1.09 -2.80 -0.19
O 14.997 -33.942 -34.663 0.32 -0.68 0.48
O 13.853 -36.115 -34.816 1.63 0.55 0.58
C 13.813 -37.539 -34.571 -0.95 -0.83 -0.93
C 14.191 -38.265 -35.860 0.29 0.69 0.43
C 14.444 -35.477 -32.427 2.08 0.92 -0.42
H 12.777 -37.796 -34.347 -0.25 0.40 0.12
H 14.352 -37.931 -33.709 0.57 0.61 -0.09
H 13.512 -37.989 -36.666 -0.06 0.00 0.04
H 14.175 -39.346 -35.722 0.20 0.04 -0.04
H 15.176 -37.875 -36.117 0.17 -0.50 -0.24
H 14.696 -36.504 -32.164 -0.47 0.09 -0.03
H 13.412 -35.143 -32.319 0.19 -0.25 -0.41
H 15.086 -34.831 -31.828 -0.16 0.06 0.25
O 11.619 -31.152 -38.608 0.08 0.36 1.35
S 12.295 -31.197 -37.327 0.08 -2.35 1.00
O 13.380 -30.305 -37.020 -1.20 0.30 0.23
O 11.174 -31.210 -36.020 1.65 0.97 -1.70
C 9.879 -31.801 -36.252 -0.36 -0.68 0.79
C 9.335 -32.206 -34.858 0.62 0.51 -0.35
C 13.026 -32.863 -37.046 -1.41 1.11 0.77
H 10.048 -32.689 -36.861 -0.46 0.03 -0.27
H 9.195 -31.085 -36.708 0.19 -0.05 -0.39
H 9.180 -31.301 -34.271 0.15 0.03 0.14
H 10.095 -32.818 -34.372 -0.08 -0.05 0.17
H 8.387 -32.743 -34.841 0.09 -0.07 -0.52
H 13.104 -32.957 -35.963 0.42 0.32 0.00
H 14.014 -32.869 -37.505 -0.41 -0.32 -0.32
H 12.245 -33.586 -37.282 0.49 -0.24 -0.81
O 15.013 -26.557 -39.687 -1.18 -1.22 -1.28
S 13.836 -27.247 -40.198 -0.58 -0.03 1.13
O 12.984 -26.611 -41.214 1.43 -1.30 1.56
O 14.256 -28.784 -40.684 0.32 2.11 0.70
C 13.285 -29.505 -41.431 -0.60 -0.40 -0.76
C 13.546 -30.960 -41.196 0.78 -0.70 0.13
C 12.834 -27.745 -38.694 0.63 0.67 -1.96
H 13.395 -29.222 -42.478 -0.19 -0.01 -0.03
H 12.256 -29.322 -41.120 0.00 0.53 0.12
H 13.623 -31.123 -40.121 -0.04 -0.14 -0.06
H 14.487 -31.281 -41.643 0.18 0.09 0.03
H 12.789 -31.631 -41.599 -0.26 0.31 0.01
H 12.140 -28.479 -39.104 -0.29 0.17 0.32
H 12.380 -26.791 -38.425 -0.21 -0.29 0.23
H 13.460 -28.174 -37.911 0.08 0.33 -0.33
F 19.771 -27.807 -35.863 -0.88 -0.74 -0.44
C 18.676 -28.357 -36.517 0.80 0.64 -0.03
C 18.596 -28.155 -37.891 -0.55 -0.42 0.07
C 17.433 -28.533 -38.587 0.97 0.22 0.80
C 16.412 -29.186 -37.896 0.42 -0.13 0.31
C 16.577 -29.464 -36.540 0.38 0.91 0.34
C 17.700 -29.007 -35.802 -0.82 -0.46 -0.81
H 19.452 -27.745 -38.408 -0.08 0.31 0.00
H 17.410 -28.241 -39.627 -0.43 -0.30 -0.13
H 15.498 -29.525 -38.362 0.04 0.13 -0.25
H 15.734 -29.886 -36.013 0.05 -0.31 0.10
H 17.774 -29.167 -34.736 0.06 0.07 0.03
F 8.069 -35.290 -34.985 -0.05 0.74 0.46
C 8.530 -36.400 -35.566 0.01 -0.38 0.03
C 7.625 -37.177 -36.230 -1.06 -1.25 -1.10
C 8.039 -38.307 -36.932 0.60 0.36 1.21
C 9.368 -38.680 -36.796 0.23 -0.20 -0.30
C 10.283 -37.952 -36.033 -1.14 0.72 -0.57
C 9.855 -36.732 -35.442 0.88 -1.20 -0.29
H 6.556 -37.025 -36.231 -0.01 0.74 0.19
H 7.319 -38.940 -37.429 0.03 0.10 -0.19
H 9.709 -39.559 -37.323 0.12 -0.15 0.07
H 11.281 -38.364 -36.054 0.24 0.51 0.48
H 10.501 -36.077 -34.876 0.20 -0.04 0.02
F 9.459 -30.650 -31.769 0.47 0.64 0.88
C 9.721 -29.674 -30.835 0.12 0.25 -0.08
C 9.819 -28.368 -31.266 -0.32 0.80 -0.48
C 9.989 -27.292 -30.385 -0.39 -0.54 -0.84
C 9.985 -27.540 -29.045 0.52 -0.78 1.34
C 9.969 -28.862 -28.590 0.54 -0.26 -0.99
C 9.909 -29.949 -29.487 -0.29 0.41 0.73
H 9.680 -28.092 -32.301 0.09 -0.42 -0.28
H 10.065 -26.298 -30.798 0.00 0.08 0.05
H 10.129 -26.795 -28.276 -0.15 0.39 -0.24
H 10.157 -29.023 -27.539 -0.24 -0.28 0.06
H 10.003 -30.944 -29.077 -0.22 -0.19 -0.26
```
Forces are in eV/Å.

Total energy ... -144635.4179 eV

Atom charges from the Löwdin analysis, given in e for atoms 1 to 4:
1. C -0.124
2. C -0.178
3. C -0.224
4. O -0.167

=====

Short version: max |F| = 2.15, 3.14 eV/Å, in the order given.
Short version: gap between HOMO and LUMO = 5.17, 9.06 eV, in the order given.